# 1
The following is a DFT calculation (ωB97M-V/def2-TZVPD) of C13H23FeN4O2P2 as an isolated structure at a distorted geometry.

```
45
Properties=species:S:1:pos:R:3:nbo_charge:R:1
Fe -0.3718 0.0868 0.7384 0.74
P 1.6761 -0.5902 1.2724 0.96
C 2.1006 -1.3400 -0.3055 -0.44
C 1.0323 -1.6441 -1.1648 0.13
N -0.1833 -1.0419 -0.8295 -0.56
C -1.2405 -1.1748 -1.6589 0.27
C -1.2019 -2.0340 -2.7482 -0.21
C -0.0266 -2.7172 -3.0745 -0.13
C 1.0986 -2.4981 -2.3071 -0.18
C -2.4476 -0.3507 -1.3335 -0.77
P -1.9216 1.1167 -0.3103 1.13
H 2.0511 -2.9988 -2.5038 0.24
H -2.1009 -2.1323 -3.3458 0.24
H -0.0030 -3.4174 -3.9131 0.25
H -2.9446 0.0351 -2.2290 0.26
H -3.1741 -0.9325 -0.7472 0.27
H 3.1970 0.3198 -1.8993 0.48
H 3.0822 -1.7645 -0.5018 0.23
H 2.3320 2.5947 -1.6263 0.50
O 3.3491 1.2443 -2.1776 -0.96
H 4.1146 1.2146 -2.7769 0.50
H 0.0955 1.4809 0.1557 -0.13
O 1.8936 3.1805 -0.9623 -0.96
H 0.9854 3.3270 -1.2712 0.45
C -1.6787 2.3525 -1.6160 -0.96
H -2.5770 2.3577 -2.2497 0.25
H -1.5124 3.3303 -1.1461 0.26
H -0.7878 2.1030 -2.2049 0.25
C -3.5033 1.6293 0.4023 -0.95
H -3.3846 2.6032 0.8950 0.27
H -4.2482 1.7050 -0.4081 0.25
H -3.8444 0.9076 1.1556 0.27
C 1.7025 -1.9320 2.5062 -0.93
H 2.6855 -2.4182 2.4854 0.25
H 1.4860 -1.4884 3.4859 0.27
H 0.9288 -2.6712 2.2709 0.26
C 3.0629 0.4799 1.7162 -0.94
H 2.8925 0.8011 2.7514 0.26
H 3.9865 -0.1073 1.6286 0.24
H 3.0715 1.3443 1.0439 0.28
N -1.1289 0.0938 2.4076 -0.79
C -1.3881 -0.0739 3.5451 0.69
N -1.4464 -0.1138 4.8017 -0.61
C -2.4447 -0.3464 5.6128 0.41
N -3.2640 -0.5204 6.4362 -0.37
```

Calculated values
Kohn-Sham gap (spin up / spin down)	7.82 / 5.60	eV
ΔE to the lowest compared entry with this formula, charge and spin	38.5	kcal per mole
HOMO level (spin up / spin down)	-11.282 / -11.432	eV
total charge	+1
2S+1	5
<S²>	6.0921
electronic energy	-76866.2105	eV

# 2
The following is a DFT calculation (ωB97M-V/def2-TZVPD) of one molecule with the formula C3HNO2 at a distorted geometry.

```
7
Properties=species:S:1:pos:R:3:nbo_charge:R:1
C -0.1184 -0.6405 0.2914 0.42
C -0.6985 0.7175 0.4260 0.32
C 0.9117 -0.3647 -0.8455 0.15
O -0.0486 -1.4653 1.1744 -0.39
O -0.2481 1.4382 -0.5041 -0.41
N 1.7457 -0.6030 -1.6312 -0.26
H -1.5439 0.9178 1.0889 0.19
```

Calculated values
Kohn-Sham gap	9.14	eV
ΔE to the lowest compared entry with this formula, charge and spin	27.4	kcal per mole
HOMO level	-11.381	eV
2S+1	1
electronic energy	-8709.1588	eV

# 3
The following is a DFT calculation (ωB97M-V/def2-TZVPD) of one molecule with the formula C6H6 at a distorted geometry.

```
12
Properties=species:S:1:pos:R:3:nbo_charge:R:1
C -1.5255 0.6274 0.2658 -0.60
C -0.8589 -0.7335 0.0356 -0.49
C 0.4301 -0.5835 -0.6252 0.09
C 1.3871 0.1031 -1.0007 -0.07
C 2.6927 0.8796 -0.9237 -0.09
C 2.4673 0.0758 0.0716 -0.23
H -2.5629 0.4989 0.5844 0.21
H -0.9933 1.2113 1.0248 0.21
H -1.5113 1.2039 -0.6637 0.22
H -1.4644 -1.3774 -0.6047 0.24
H -0.7293 -1.2777 0.9821 0.24
H 2.6683 -0.6280 0.8536 0.26
```

Calculated values
Kohn-Sham gap	9.67	eV
ΔE to the lowest compared entry with this formula, charge and spin	148.5	kcal per mole
HOMO level	-8.835	eV
2S+1	1
electronic energy	-6312.7604	eV

# 4
The following is a DFT calculation (ωB97M-V/def2-TZVPD) of a 2-piece molecular cluster, CH5BrP2 overall at a distorted geometry.

```
9
Properties=species:S:1:pos:R:3:nbo_charge:R:1
C 1.4079 1.0310 0.2510 -0.57
P 0.0167 -1.8244 -0.7425 0.09
P -1.5579 -1.0614 0.4748 0.20
Br -3.0304 0.4696 -0.7113 -0.29
H 1.8976 0.8292 1.1723 0.19
H 0.6653 1.8076 0.2158 0.20
H 2.1804 1.2509 -0.4434 0.19
H 0.6692 -0.2612 -0.5086 0.01
H -2.2487 -2.2413 0.2918 -0.02
```

Calculated values
Kohn-Sham gap (spin up / spin down)	6.08 / 7.02	eV
ΔE to the lowest compared entry with this formula, charge and spin	83.2	kcal per mole
HOMO level (spin up / spin down)	-8.417 / -8.695	eV
2S+1	1
electronic energy	-89734.2042	eV

# 5
The following is a DFT calculation (ωB97M-V/def2-TZVPD) of a 2-piece molecular cluster, C5H14 overall at a distorted geometry.

```
19
Properties=species:S:1:pos:R:3:nbo_charge:R:1
C 1.6708 1.0554 0.4490 -0.39
C 1.3680 1.3487 -0.9967 -0.61
C 0.5745 1.4323 1.4484 -0.60
H 2.5557 1.5963 0.8057 0.19
H 1.9108 -0.0015 0.6146 0.19
H 0.6783 0.6246 -1.4321 0.20
H 1.0290 2.3673 -1.1287 0.20
H 0.2506 2.4525 1.2601 0.20
H 0.9799 1.4467 2.4648 0.21
H 2.3023 1.2524 -1.5500 0.21
H -0.3095 0.8069 1.4066 0.20
C -1.1303 -2.2891 -0.0912 -0.61
C -2.1531 -1.2940 -0.7190 -0.61
H -1.3776 -3.3259 -0.2952 0.20
H -0.1364 -2.0123 -0.4447 0.20
H -1.1248 -2.1996 0.9875 0.20
H -1.5957 -0.4710 -1.1726 0.20
H -2.9155 -0.9735 -0.0219 0.21
H -2.5773 -1.8161 -1.5843 0.20
```

Calculated values
Kohn-Sham gap	12.56	eV
ΔE to the lowest compared entry with this formula, charge and spin	6.2	kcal per mole
HOMO level	-11.400	eV
2S+1	1
electronic energy	-5411.7827	eV

# 6
The following is a DFT calculation (ωB97M-V/def2-TZVPD) of a 2-piece molecular cluster, C3H9NO overall at a distorted geometry.

```
14
Properties=species:S:1:pos:R:3:nbo_charge:R:1
C 2.6115 -2.7756 -1.4686 -0.61
C 3.6111 -3.9378 -1.6669 -0.61
H 2.9345 -2.2615 -0.5549 0.20
H 1.6206 -3.1331 -1.1841 0.20
H 2.5410 -1.9942 -2.2179 0.21
H 3.8542 -4.2156 -0.6404 0.20
H 3.1302 -4.8137 -2.0968 0.20
H 4.4985 -3.6838 -2.2369 0.21
C -2.1135 2.1598 1.2398 0.52
N -3.2708 2.5002 0.6178 -0.83
O -1.3980 2.9620 1.7945 -0.59
H -2.0019 1.0741 1.3745 0.11
H -3.7922 1.8624 0.0442 0.39
H -3.6883 3.4077 0.7478 0.40
```

Calculated values
Kohn-Sham gap	11.02	eV
ΔE to the lowest compared entry with this formula, charge and spin	16.0	kcal per mole
HOMO level	-10.136	eV
2S+1	1
electronic energy	-6794.3617	eV

# 7
The following is a DFT calculation (ωB97M-V/def2-TZVPD) of a 3-piece molecular cluster, C5H17NO2 overall at a distorted geometry.

```
25
Properties=species:S:1:pos:R:3:nbo_charge:R:1
C -0.9003 0.8782 0.6649 -0.41
C -1.5246 1.1483 2.0413 -0.62
C 0.5284 0.3658 0.6322 -0.22
N 0.8855 -0.9409 1.1252 -0.43
C 0.1013 -2.0019 0.5048 -0.43
C 2.2871 -1.1726 0.8004 -0.41
H -1.0658 1.7455 0.0503 0.20
H -1.5238 0.1004 0.1904 0.19
H -2.0846 0.2758 2.3974 0.20
H -0.7758 1.2675 2.8258 0.21
H -2.2768 1.9309 2.0005 0.21
H 1.0528 1.0872 1.2578 0.19
H 0.8814 0.5999 -0.3850 0.17
H -0.0847 -1.8720 -0.5712 0.17
H -0.8895 -2.0189 0.9638 0.20
H 0.5745 -2.9520 0.7380 0.20
H 2.6476 -2.0650 1.3118 0.20
H 2.4231 -1.2961 -0.2817 0.17
H 2.9323 -0.3804 1.1791 0.20
H -1.7595 2.3236 -2.5183 0.47
H -2.1416 2.1379 -1.0826 0.46
O -2.0782 2.8157 -1.7704 -0.93
H 1.5125 -1.2016 -3.8939 0.47
H 0.1839 -0.4282 -4.2377 0.47
O 1.0949 -0.3470 -3.9428 -0.95
```

Calculated values
Kohn-Sham gap	9.25	eV
ΔE to the lowest compared entry with this formula, charge and spin	34.1	kcal per mole
HOMO level	-8.769	eV
2S+1	1
electronic energy	-11044.7788	eV

# 8
The following is a DFT calculation (ωB97M-V/def2-TZVPD) of a 2-piece molecular cluster, C2H3ClS overall at a distorted geometry.

```
7
Properties=species:S:1:pos:R:3:nbo_charge:R:1
C 0.2447 0.3310 -0.8740 -0.54
C 0.4874 1.5071 0.0310 -0.09
S -0.3101 0.2590 0.9233 0.17
Cl -4.1786 0.1211 -0.3800 -0.28
H -0.6127 0.3789 -1.4317 0.23
H 1.0335 -0.3783 -0.9654 0.23
H -4.0324 0.8274 0.7430 0.28
```

Calculated values
Kohn-Sham gap	8.97	eV
ΔE to the lowest compared entry with this formula, charge and spin	67.5	kcal per mole
HOMO level	-9.348	eV
2S+1	1
electronic energy	-25476.6386	eV

# 9
The following is a DFT calculation (ωB97M-V/def2-TZVPD) of C39H35BrFN5O2RhSb as an isolated structure at a distorted geometry.

```
85
Properties=species:S:1:pos:R:3:lowdin_spin:R:1
Rh -0.1016 0.3152 0.1032 2.39
C -2.0236 -0.1346 -3.0006 0.00
C -2.6448 -0.4848 -1.6920 0.01
C -3.7692 -1.2981 -1.5874 0.01
C -4.3191 -1.5625 -0.3444 0.00
C -3.7733 -0.9404 0.7684 0.01
C -2.6645 -0.1278 0.5934 0.03
N -2.1157 0.0623 -0.5945 0.09
Sb -2.0952 1.0885 2.3487 0.06
C -1.1748 2.6924 1.1606 0.02
C -1.3436 3.9869 1.6190 0.01
C -0.9537 5.0333 0.7924 0.00
C -0.4509 4.7347 -0.4603 0.00
C -0.2861 3.4049 -0.8465 0.01
C 0.2514 3.0386 -2.1891 0.00
N -0.6429 2.4250 -0.0185 0.11
C -0.3086 -0.0768 2.9041 0.03
C -0.2950 -0.5525 4.2024 0.01
C 0.7896 -1.3090 4.6190 0.00
C 1.8225 -1.5184 3.7268 0.00
C 1.7471 -0.9993 2.4351 0.02
C 2.8865 -1.1978 1.4949 0.00
N 0.6748 -0.3037 2.0419 0.08
H -2.2962 -0.8444 -3.7749 0.00
H -0.9430 -0.0867 -2.8995 0.00
H -2.3737 0.8517 -3.3031 0.00
H -4.2144 -1.7030 -2.4807 0.00
H -5.1694 -2.2213 -0.2411 0.00
H -4.2005 -1.0625 1.7538 0.00
H -1.7826 4.1626 2.5905 0.00
H -1.0688 6.0586 1.1152 0.00
H -0.1862 5.5165 -1.1538 0.00
H -0.3100 3.5467 -2.9694 0.00
H 0.1842 1.9590 -2.3330 0.00
H 1.2938 3.3450 -2.2856 0.00
H -1.1197 -0.3347 4.8650 0.00
H 0.8257 -1.7179 5.6159 0.00
H 2.7004 -2.0746 4.0138 0.00
H 3.3494 -2.1681 1.6564 0.00
H 3.6460 -0.4368 1.6817 0.00
H 2.5574 -1.1116 0.4627 0.00
C 2.9394 1.8561 -0.0911 0.00
O 2.1151 0.9061 -0.7561 0.04
C 2.5673 0.4247 -1.9618 0.00
C 3.6443 0.9419 -2.6644 0.00
C 4.0320 0.3466 -3.8628 0.00
Br 5.5411 1.0407 -4.7772 0.00
C 3.3357 -0.7231 -4.3831 0.00
C 2.2246 -1.2387 -3.7065 0.00
C 1.8665 -0.6785 -2.4741 0.00
O 0.8032 -1.1397 -1.7003 0.05
C 1.5248 -2.3159 -4.3739 0.00
N 1.9606 -2.8318 -5.5034 0.00
C 1.0595 -3.7617 -5.8905 0.00
C 1.0385 -4.6014 -7.0128 0.00
C -0.0167 -5.4782 -7.1254 0.00
C -1.0366 -5.5306 -6.1690 0.00
C -1.0420 -4.7014 -5.0562 0.00
C 0.0106 -3.8166 -4.9299 0.00
N 0.3454 -2.8879 -3.9716 0.00
H 3.9641 1.4869 -0.0053 0.00
H 2.5093 1.9818 0.9014 0.00
H 2.9436 2.8204 -0.6051 0.00
H 4.2054 1.7857 -2.3025 0.00
H 3.6165 -1.1875 -5.3138 0.00
H 0.9229 -2.0805 -1.5043 0.00
H 1.8240 -4.5438 -7.7490 0.00
H -0.0638 -6.1436 -7.9723 0.00
H -1.8424 -6.2355 -6.3038 0.00
H -1.8324 -4.7596 -4.3243 0.00
H -0.2255 -2.6176 -3.1868 0.00
F -2.3909 -7.5263 3.1772 0.05
C -1.8909 -6.4182 2.6337 0.15
C -0.6915 -6.4894 1.9289 -0.02
C -0.1918 -5.3525 1.3562 0.13
C -0.8816 -4.1080 1.4475 0.05
C -0.3872 -3.0030 0.7907 0.45
C -2.0851 -4.0799 2.2081 0.12
C -2.5792 -5.2165 2.7907 -0.01
H -0.1821 -7.4352 1.8431 0.00
H 0.7331 -5.3863 0.8010 0.00
H -0.9199 -2.0626 0.7692 0.03
H 0.5606 -3.0694 0.2861 0.03
H -2.6032 -3.1390 2.3263 0.01
H -3.4894 -5.2116 3.3673 0.00
```

Calculated values
Kohn-Sham gap (spin up / spin down)	6.32 / 4.95	eV
ΔE to the lowest compared entry with this formula, charge and spin	6.2	kcal per mole
HOMO level (spin up / spin down)	-11.982 / -12.151	eV
total charge	+2
2S+1	5
<S²>	6.0480
electronic energy	-134845.8144	eV

# 10
The following is a DFT calculation (ωB97M-V/def2-TZVPD) of one molecule with the formula C3H3N3OS at a distorted geometry.

```
11
Properties=species:S:1:pos:R:3:nbo_charge:R:1
C -0.3994 -0.0060 0.1467 0.44
C 1.0832 -0.1834 -1.6246 0.41
C -1.2104 -0.2112 -1.9525 0.41
H -0.0734 0.3338 3.5619 0.10
H 2.1021 -0.2871 -2.0530 0.20
H -2.0799 -0.3465 -2.6496 0.20
N -0.5776 0.2161 1.3985 -0.57
N 0.9186 -0.0671 -0.3825 -0.49
N -1.4703 -0.0429 -0.7312 -0.46
O 0.0158 -0.3677 -2.4989 -0.48
S 0.6868 0.3064 2.4825 0.23
```

Calculated values
Kohn-Sham gap	8.75	eV
ΔE to the lowest compared entry with this formula, charge and spin	53.9	kcal per mole
HOMO level	-8.317	eV
2S+1	1
electronic energy	-20511.0434	eV

# 11
The following is a DFT calculation (ωB97M-V/def2-TZVPD) of an isolated ion of composition C2H3BrO2P and charge -1 at a distorted geometry.

```
9
Properties=species:S:1:pos:R:3:nbo_charge:R:1
C -1.0508 -0.8757 0.6482 -0.38
C -0.7154 0.1240 -0.2308 -0.56
O 1.3039 2.0326 0.5670 -1.11
O 1.1672 0.9741 -1.9734 -1.11
P 0.9740 0.7687 -0.5231 1.98
Br 2.0414 -1.0339 0.2960 -0.39
H -2.0086 -1.4623 0.8669 0.18
H -0.2622 -1.2095 1.1723 0.19
H -1.4496 0.6819 -0.8232 0.21
```

Calculated values
Kohn-Sham gap	8.31	eV
ΔE to the lowest compared entry with this formula, charge and spin	27.1	kcal per mole
HOMO level	-4.832	eV
total charge	-1
2S+1	1
electronic energy	-85551.3369	eV

# 12
The following is a DFT calculation (ωB97M-V/def2-TZVPD) of C13H15NaOS as an isolated structure at a distorted geometry.

```
31
Properties=species:S:1:pos:R:3:nbo_charge:R:1
C 5.4279 -1.5991 -1.6088 -0.76
S 4.1732 -0.6544 -0.7469 0.24
C 2.7019 -1.2455 -1.5800 -0.65
C 1.5703 -0.9714 -0.5666 0.60
C 0.4544 -1.9664 -0.5653 -0.73
O 1.7235 0.0204 0.1531 -0.53
H 6.1765 -1.8549 -0.8490 0.23
H 5.0090 -2.5000 -2.0701 0.21
H 5.8673 -0.9246 -2.3525 0.21
H 2.5040 -0.5788 -2.4344 0.23
H 2.7754 -2.2904 -1.8798 0.22
H 0.8906 -2.9725 -0.6833 0.22
H -0.1065 -1.9190 0.3746 0.26
H -0.2092 -1.7768 -1.4250 0.24
C -1.1449 0.5404 2.6739 -0.36
Na -3.1373 3.8880 -0.5149 0.97
C 0.0633 0.7449 1.9660 -0.20
C -0.2570 1.1646 0.6414 -0.36
C -1.6913 1.1836 0.5070 -0.13
C -2.2355 0.9139 1.8073 -0.10
C -3.6105 1.0701 2.0168 -0.19
C -4.4246 1.3843 0.9253 -0.35
C -3.9105 1.3764 -0.3873 -0.38
C -2.5297 1.3124 -0.6076 -0.33
H -1.2757 0.2602 3.7186 0.20
H 1.0422 0.5312 2.3886 0.21
H 0.3257 1.6325 -0.1486 0.20
H -4.0214 0.9144 3.0221 0.21
H -5.4967 1.5439 1.0693 0.20
H -4.5901 1.4483 -1.2404 0.20
H -2.0642 1.3244 -1.6035 0.20
```

Calculated values
Kohn-Sham gap	3.92	eV
ΔE to the lowest compared entry with this formula, charge and spin	13.4	kcal per mole
HOMO level	-5.362	eV
2S+1	1
electronic energy	-31020.7065	eV